# 1
This record from OMol25 describes a cluster of 2 separate species, C7H17N in total. The level of theory is wB97M-V/def2-TZVPD.

Output
SMILES = CC(C)C.C=CNC
energy = -331.60575 hartree
relative energy (zero: lowest compared OMol25 entry of this formula, charge and spin) = 171.1 kJ/mol
multiplicity = 1
E_HOMO = -8.14 eV

Last column: Mulliken charge in e.
Geometry (Å):
C 1.3073 0.0062 0.1592  2.005
C 1.2565 -0.8932 1.3867  -1.489
C 1.8521 -0.7318 -1.0541  -1.605
C 2.0775 1.2871 0.4316  -1.578
H 0.1857 0.2296 -0.0850  -0.599
H 2.2628 -1.2067 1.6660  0.415
H 0.6499 -1.7745 1.1842  0.328
H 0.8044 -0.3648 2.2247  0.337
H 2.8772 -1.0525 -0.8653  0.387
H 3.1119 1.0537 0.6864  0.390
H 1.2489 -1.6110 -1.2738  0.363
H 1.8690 -0.0868 -1.9309  0.362
H 1.6355 1.8340 1.2623  0.363
H 2.0701 1.9338 -0.4435  0.365
C -2.4944 -1.2075 -0.7081  -0.831
N -2.1400 -0.4679 0.4719  -0.143
C -1.6309 0.9436 0.3417  -0.215
C -1.8320 1.7177 -0.7235  -0.793
H -2.0222 -0.9210 1.3668  0.251
H -1.5160 1.3897 1.3223  0.336
H -1.6208 -1.4113 -1.3430  0.219
H -2.9481 -2.1602 -0.4297  0.335
H -3.1915 -0.6178 -1.3136  0.281
H -2.0064 1.3227 -1.7098  0.250
H -1.8068 2.7891 -0.6237  0.266

=====

# 2
This record from OMol25 describes a cluster of 2 separate species, C7H17N2 in total. The level of theory is wB97M-V/def2-TZVPD.

Output
energy = -386.04776 hartree
net charge = +1
relative energy (zero: lowest compared OMol25 entry of this formula, charge and spin) = 352.7 kJ/mol
multiplicity = 1
E_HOMO (alpha / beta) = -10.84 / -11.18 eV

Last column: Mulliken charge in e.
Geometry (Å):
C 2.2537 -0.1468 0.2239  0.016
C -0.7002 -2.1647 0.2827  -0.779
C -2.5263 -0.4009 0.0063  -1.212
C -0.1359 1.2143 1.3595  -1.332
C -0.3148 2.1288 -1.0945  -1.395
C -1.3639 -1.0936 -0.4126  0.218
C 0.1533 1.0233 -0.1457  0.564
N 3.2379 -0.9782 -0.2635  -0.359
N 1.2932 0.3849 -0.5144  -0.031
H 2.3952 -0.0070 1.2572  0.362
H -0.8999 -3.0856 -0.3050  0.333
H 0.3667 -1.9014 0.1684  0.147
H -0.8795 -2.3452 1.3827  0.295
H -3.4667 -0.8642 -0.1168  0.399
H -2.7612 0.5438 -0.4967  0.241
H -2.2533 -0.2056 1.0892  0.317
H 0.3185 0.5363 2.0678  0.366
H -1.3105 1.1068 1.4140  0.194
H 0.0653 2.1845 1.7698  0.416
H 0.4999 2.8861 -1.3547  0.383
H -1.2336 2.7353 -0.6822  0.315
H -0.6574 1.6861 -2.0131  0.397
H -0.8441 -0.9384 -1.3720  0.401
H 3.8828 -1.2444 0.4153  0.231
H 3.5089 -1.0782 -1.2080  0.195
H 1.3719 0.0242 -1.4575  0.321

=====

# 3
This record from OMol25 describes the ion C7H17N2 with charge +1. The level of theory is wB97M-V/def2-TZVPD.

Output
SMILES = [H]/N=C(/C)[C@@](C)(CC)[NH2+]C
energy = -386.09683 hartree
net charge = +1
relative energy (zero: lowest compared OMol25 entry of this formula, charge and spin) = 223.8 kJ/mol
multiplicity = 1
E_HOMO = -13.93 eV

Last column: Mulliken charge in e.
Geometry (Å):
C 0.6505 0.7824 -1.1104  0.271
C 0.1984 2.2109 -1.3175  -1.360
C -1.1126 -0.2148 2.2692  -1.345
C 1.7811 -0.0278 0.7901  -1.556
C -1.3750 -1.6677 -0.9277  -0.826
C -0.7607 0.5318 0.9677  -1.058
C 0.4214 -0.0672 0.1935  0.870
N 1.1812 0.3520 -2.1771  -0.607
N 0.0549 -1.4412 -0.3633  -0.078
H 0.1839 2.9306 -0.4434  0.353
H 0.8926 2.7117 -1.9194  0.468
H -0.7923 2.2914 -1.9130  0.274
H -0.2023 -0.5952 2.7047  0.356
H -1.6493 -1.1071 2.1161  0.392
H -1.8248 0.3446 2.9134  0.372
H 1.7465 -0.6703 1.6983  0.395
H 2.6615 -0.2960 0.1059  0.340
H 2.1163 0.9256 0.9637  0.475
H -1.2314 -1.3259 -1.9548  0.317
H -1.5137 -2.6682 -0.8357  0.415
H -1.9352 -1.0753 -0.2368  0.376
H -1.4948 0.6770 0.2691  0.850
H -0.3527 1.5926 1.0715  0.340
H 1.4923 -0.6152 -2.2174  0.224
H 0.2032 -2.0657 0.4357  0.441
H 0.6611 -1.5131 -1.0824  0.303

=====

# 4
This record from OMol25 describes a cluster of 2 separate species, C7H17N3 in total. The level of theory is wB97M-V/def2-TZVPD.

Output
SMILES = [H]/N=C(\CC)N(C)N.C=CC
energy = -441.10064 hartree
relative energy (zero: lowest compared OMol25 entry of this formula, charge and spin) = 258.4 kJ/mol
multiplicity = 1
E_HOMO = -8.61 eV

Last column: Mulliken charge in e.
Geometry (Å):
C 0.2746 2.5402 -0.2922  0.264
C -0.4239 -0.4837 1.4989  -0.152
C 1.5846 2.3185 -0.1662  -1.196
C -0.5756 1.9384 -1.3594  -0.981
C 0.4995 0.2325 2.4762  -1.534
H -0.2418 3.1816 0.4169  0.353
H -1.3123 0.1093 1.2746  0.300
H -0.7546 -1.4131 1.9743  0.369
H 1.9567 0.0172 0.4464  0.348
H -0.0551 1.1323 -1.8679  0.208
H 2.1864 2.9091 0.5090  0.322
H 2.1176 1.7571 -0.9215  0.432
H -1.5058 1.5541 -0.9388  0.227
H -0.8387 2.7019 -2.0914  0.394
H 0.7904 1.2114 2.0956  0.270
H -0.0191 0.3985 3.4202  0.404
H 1.3993 -0.3520 2.6747  0.351
C -1.3417 -2.6448 -0.4214  -1.070
N -0.6366 -1.4212 -0.7702  0.373
N -0.0987 -1.4202 -2.0803  -0.703
C 0.2597 -0.9081 0.1685  0.194
N 1.4555 -0.7100 -0.1609  -0.677
H -0.8251 -1.7224 -2.7219  0.227
H 0.7043 -2.0480 -2.1535  0.240
H -2.1337 -2.8173 -1.1416  0.359
H -0.6747 -3.5151 -0.4255  0.317
H -1.7915 -2.5462 0.5574  0.360

=====

# 5
This record from OMol25 describes a cluster of 2 separate species, C7H17N3O2 in total. The level of theory is wB97M-V/def2-TZVPD.

Output
SMILES = [H]/N=C(\N)CCO.OCC[C@@H]1CN1
energy = -591.59726 hartree
relative energy (zero: lowest compared OMol25 entry of this formula, charge and spin) = 77.0 kJ/mol
multiplicity = 1
E_HOMO = -9.06 eV

Last column: Mulliken charge in e.
Geometry (Å):
C 1.1510 -2.6554 -1.2486  -0.519
C 0.2431 -2.7350 0.0165  -0.689
C 0.6905 -1.9888 1.2771  0.239
C 1.7457 -2.3799 2.2497  -0.450
C -1.5749 2.7925 -0.1042  0.487
C -0.7064 2.8595 -1.3766  -0.548
C 0.4253 1.8072 -1.2852  -0.591
H 1.1560 -0.8197 -1.5758  0.382
H 0.5335 -2.9702 -2.1308  0.260
H 1.9314 -3.3777 -1.2151  0.367
H -0.7982 -2.3856 -0.3339  0.218
H 0.1459 -3.7631 0.2966  0.434
H 0.5289 -0.9255 1.1577  0.231
H 2.2719 -1.6229 2.7798  0.275
H 2.3196 -3.3465 2.2173  0.215
H -0.0394 -1.7528 3.1090  0.269
H -2.5619 4.5817 -0.5232  0.229
H -3.2385 3.7057 0.6715  0.236
H -2.0751 1.8282 1.5136  0.188
H -1.3513 2.6873 -2.3085  0.258
H -0.2242 3.8177 -1.5178  0.370
H 1.1122 1.7774 -2.1648  0.365
H 1.0706 1.9256 -0.4424  0.316
H -0.6464 0.5618 -0.3181  0.327
N 0.3330 -2.5292 2.5631  -0.659
N -2.3886 3.8866 0.1871  -0.511
N -1.5136 1.7436 0.6692  -0.598
O 1.8195 -1.4536 -1.3759  -0.540
O -0.1940 0.4749 -1.1645  -0.558

=====

# 6
This record from OMol25 describes a cluster of 2 separate species, C7H17NO in total. The level of theory is wB97M-V/def2-TZVPD.

Output
SMILES = CCN(C)C(C)=O.CC
energy = -406.87860 hartree
relative energy (zero: lowest compared OMol25 entry of this formula, charge and spin) = 135.8 kJ/mol
multiplicity = 1
E_HOMO = -9.15 eV

Last column: Mulliken charge in e.
Geometry (Å):
C 1.3879 -0.5169 -0.4670  -0.436
C 2.7812 -1.0339 -0.0018  -1.150
C 1.7550 1.7919 0.2135  -0.903
C -0.7533 -0.6411 1.6276  -0.697
C 0.3827 0.3385 1.6108  0.665
O 0.7690 0.8621 2.6415  -0.616
N 0.9427 0.6036 0.3856  0.005
H 1.2292 -0.1985 -1.5035  0.535
H 0.7320 -1.3623 -0.2707  0.196
H 2.6598 -2.0785 0.2648  0.355
H 3.0307 -0.4790 0.8962  0.315
H 1.7178 2.0230 -0.8510  0.288
H -1.7326 -0.2153 1.8714  0.333
H 3.5681 -1.0679 -0.7616  0.263
H 1.4008 2.5759 0.8712  0.353
H 2.7895 1.6780 0.5500  0.312
H -0.9687 -1.0544 0.6433  -0.047
H -0.5698 -1.5378 2.2287  0.238
C -2.8764 -1.1127 -2.6986  -0.549
C -3.7621 0.1459 -2.4927  -0.801
H -3.4527 -1.9299 -3.1136  0.315
H -1.9931 -0.9176 -3.3114  0.240
H -2.4590 -1.3432 -1.7128  0.008
H -3.4464 0.9357 -3.1740  0.246
H -4.8044 -0.0942 -2.6845  0.271
H -3.6218 0.5810 -1.5092  0.260

=====

# 7
This record from OMol25 describes a cluster of 2 separate species, C7H17NO in total. The level of theory is wB97M-V/def2-TZVPD.

Output
SMILES = CCN(C)C(C)=O.CC
energy = -406.79946 hartree
relative energy (zero: lowest compared OMol25 entry of this formula, charge and spin) = 343.6 kJ/mol
multiplicity = 1
E_HOMO = -8.93 eV

Last column: Mulliken charge in e.
Geometry (Å):
C 1.6330 1.3371 0.8447  -0.654
C 2.8137 0.8074 1.7854  -0.960
C -0.4420 -0.0432 0.7139  -1.683
C 1.9570 0.7189 -1.8458  -1.393
C 1.0544 -0.2614 -1.1225  0.785
O 0.3955 -1.1729 -1.5308  -0.580
N 0.9355 0.1032 0.2757  0.205
H 0.9156 1.5836 1.6432  0.353
H 1.8148 2.0250 0.0557  0.413
H 3.2046 -0.1097 1.3539  0.285
H 2.2661 0.8861 2.6910  0.358
H -1.2077 0.3267 0.0691  0.507
H 1.7006 1.7478 -1.9221  0.355
H 3.7434 1.4618 1.8265  0.265
H -0.9562 -0.9955 0.6149  0.551
H -0.4735 -0.0459 1.7866  0.434
H 2.9157 0.6174 -1.2795  0.342
H 1.9300 0.5351 -2.9365  0.337
C -3.2488 -1.0463 -0.2844  -0.704
C -4.1824 -0.5531 0.7943  -0.902
H -3.9413 -1.1039 -1.1329  0.353
H -2.3578 -0.4184 -0.5238  0.184
H -3.0211 -2.1095 -0.0919  0.268
H -4.7947 -1.3501 1.2220  0.324
H -4.8418 0.2418 0.4955  0.295
H -3.7291 -0.1516 1.7188  0.263

=====

# 8
This record from OMol25 describes a cluster of 2 separate species, C7H17NO in total. The level of theory is wB97M-V/def2-TZVPD.

Output
SMILES = CCN(C)C(C)=O.CC
energy = -406.75853 hartree
relative energy (zero: lowest compared OMol25 entry of this formula, charge and spin) = 451.1 kJ/mol
multiplicity = 1
E_HOMO = -9.20 eV

Last column: Mulliken charge in e.
Geometry (Å):
C -0.2691 -1.2225 1.0788  -0.215
C 0.4957 -2.2446 0.1116  -1.091
C -2.8051 -1.6575 1.5720  -0.922
C -1.2698 1.2444 -0.4055  0.137
C -1.9642 0.3882 0.6305  0.198
O -3.0141 0.8750 0.9138  -0.593
N -1.6450 -0.9305 0.7940  0.013
H -0.1990 -1.3698 2.1145  0.532
H 0.3174 -0.1834 0.9449  0.110
H 1.0633 -3.1275 0.2962  0.342
H 1.6108 -1.9471 0.1835  0.156
H -3.5333 -1.9506 0.6280  0.276
H -1.7785 2.2641 -0.2527  0.299
H -0.0880 -2.1825 -0.7279  0.348
H -2.3284 -2.5224 2.0242  0.393
H -3.1834 -1.0255 2.3701  0.297
H -0.1193 1.1592 -0.2756  -0.530
H -1.5491 0.8486 -1.3678  0.252
C 1.9514 1.2163 -1.3597  -0.538
C 3.1522 2.1648 -1.4106  -0.936
H 1.0761 1.4368 -2.1543  0.312
H 2.1260 0.1310 -1.3365  0.281
H 1.5644 1.3558 -0.3191  0.094
H 3.4937 2.5384 -0.3436  0.225
H 3.9901 1.6139 -1.8518  0.280
H 2.9054 3.1272 -1.8570  0.282

=====

# 9
This record from OMol25 describes a structure of composition C7H17NO2. The level of theory is wB97M-V/def2-TZVPD.

Output
energy = -482.06242 hartree
relative energy (zero: lowest compared OMol25 entry of this formula, charge and spin) = 304.3 kJ/mol
multiplicity = 1
E_HOMO = -9.74 eV

Last column: Mulliken charge in e.
Geometry (Å):
C -2.7347 1.5957 -0.0388  -1.259
C -1.2232 1.4729 0.1221  -0.734
C -0.6480 0.0376 0.1895  1.897
C -1.2752 -0.7315 1.3588  -1.917
C -0.9146 -0.7010 -1.1286  -1.789
C 0.8704 0.2140 0.4194  -1.263
C 1.7709 -1.0012 0.3790  0.783
N 2.5763 -1.0295 -1.3688  -0.761
O 1.5446 -2.0616 0.9356  -0.522
H -3.0918 1.1131 -0.9593  0.297
H -3.2760 1.1510 0.8075  0.299
H -3.0224 2.6549 -0.0921  0.398
H -0.7316 1.9976 -0.7139  0.389
H -0.9212 2.0075 1.0380  0.383
H -2.3538 -0.8718 1.2031  0.456
H -0.8387 -1.7340 1.4553  0.411
H -1.1341 -0.1897 2.3067  0.380
H -0.4909 -0.1492 -1.9823  0.313
H -0.4782 -1.7089 -1.1115  0.399
H -1.9931 -0.8070 -1.3081  0.478
H 1.2624 0.9099 -0.3399  0.393
H 1.0316 0.6930 1.3975  0.464
H 2.3908 -0.3156 -2.0627  0.225
H 2.6989 -1.9903 -1.6710  0.239
H 3.6935 -0.6158 -0.5660  0.519
O 3.6689 -0.4463 0.7972  -0.784
H 3.6195 0.5059 0.9333  0.304

=====

| no. | F_max (eV/A) |
| --- | --- |
| 1 | 4.4 |
| 2 | 3.4 |
| 3 | 4.8 |
| 4 | 2.3 |
| 5 | 2.3 |
| 6 | 1.7 |
| 7 | 3.7 |
| 8 | 4.8 |
| 9 | 3.9 |